[1]
The following is a DFT calculation (ωB97M-V/def2-TZVPD) of a 2-piece molecular cluster, C4H13NO overall in a non-equilibrium geometry.

The geometry in XYZ format:
```
19
Properties=species:S:1:pos:R:3
C -1.72 -1.37 1.73
C -1.90 0.08 1.28
C -0.99 0.46 0.13
H -0.65 -1.55 1.89
H -2.11 -1.48 2.74
H -2.04 -2.08 0.97
H -2.91 0.35 0.96
H -1.72 0.74 2.14
H -0.99 1.51 -0.18
H -1.14 -0.17 -0.74
H 0.05 0.36 0.47
N 2.48 1.33 -1.06
C 1.75 0.43 -1.92
O 1.77 -0.92 -1.52
H 2.14 1.27 -0.10
H 3.40 0.95 -1.03
H 2.20 0.47 -2.92
H 0.74 0.71 -2.23
H 1.62 -1.09 -0.61
```

Calculated values
Calculated total energy (Ha): -290.1642
SMILES string: CCC.NCO
Energy relative to the best compared isomer or geometry (same formula, charge and spin) (kJ/mol): 85.9
HOMO-LUMO gap (eV): 10.88

***

[2]
The following is a DFT calculation (ωB97M-V/def2-TZVPD) of a 2-piece molecular cluster, C4H13NO overall.

The geometry in XYZ format:
```
19
Properties=species:S:1:pos:R:3
C -1.23 1.84 -0.76
C 0.08 1.15 -0.38
C -0.07 0.17 0.79
C 1.30 -0.26 1.30
N -0.77 -1.07 0.33
H -1.35 1.90 -1.85
H -2.12 1.28 -0.43
H -1.31 2.84 -0.34
H 0.83 1.85 -0.03
H 0.46 0.60 -1.25
H -0.68 0.62 1.58
H 1.18 -1.06 2.04
H 1.88 -0.67 0.46
H 1.93 0.50 1.76
H -1.26 -0.86 -0.53
H -1.46 -1.39 1.00
O 0.73 -2.47 -1.62
H 1.48 -2.96 -1.25
H 0.37 -1.99 -0.84
```

Calculated values
Calculated total energy (Ha): -290.1929
SMILES string: CC[C@H](C)N.O
Energy relative to the best compared isomer or geometry (same formula, charge and spin) (kJ/mol): 10.5
HOMO-LUMO gap (eV): 10.91

***

[3]
The following is a DFT calculation (ωB97M-V/def2-TZVPD) of a 2-piece molecular cluster, C4H13NO overall in a non-equilibrium geometry.

The geometry in XYZ format:
```
19
Properties=species:S:1:pos:R:3
C 1.97 1.60 -0.49
C 0.58 1.51 0.12
N 0.30 0.14 0.54
C -1.11 -0.13 0.73
C -1.33 -1.53 1.30
H 2.65 0.97 0.08
H 2.40 2.59 -0.34
H 1.97 1.31 -1.53
H 0.43 2.15 0.99
H -0.14 1.84 -0.64
H 0.76 -0.54 -0.04
H -1.50 0.66 1.37
H -1.70 -0.08 -0.21
H -2.38 -1.77 1.44
H -0.93 -2.26 0.59
H -0.79 -1.64 2.24
O -0.14 -1.74 -2.33
H 0.05 -1.52 -1.40
H -1.09 -1.55 -2.41
```

Calculated values
Calculated total energy (Ha): -290.1757
SMILES string: CCNCC.O
Energy relative to the best compared isomer or geometry (same formula, charge and spin) (kJ/mol): 55.8
HOMO-LUMO gap (eV): 9.87

***

[4]
The following is a DFT calculation (ωB97M-V/def2-TZVPD) of a 2-piece molecular cluster, C4H13NO overall in a non-equilibrium geometry.

The geometry in XYZ format:
```
19
Properties=species:S:1:pos:R:3
C -0.35 -0.33 2.13
C 0.56 -0.25 0.92
N -0.22 -0.56 -0.34
C -0.23 -2.02 -0.44
C 0.62 -0.09 -1.54
H -0.93 -1.27 2.21
H -1.23 0.33 2.11
H 0.06 -0.13 3.12
H 0.88 0.76 0.69
H 1.38 -0.95 1.14
H 0.77 -2.46 -0.45
H -0.71 -2.62 0.35
H -0.73 -2.28 -1.39
H -0.15 0.10 -2.28
H 1.28 -0.89 -1.88
H 1.18 0.75 -1.15
O -0.79 3.77 -1.33
H 0.05 4.24 -1.20
H -1.43 3.90 -0.65
```

Calculated values
Calculated total energy (Ha): -290.1401
SMILES string: CCN(C)C.O
Energy relative to the best compared isomer or geometry (same formula, charge and spin) (kJ/mol): 149.3
HOMO-LUMO gap (eV): 9.77

***

[5]
The following is a DFT calculation (ωB97M-V/def2-TZVPD) of a 2-piece molecular cluster, C4H13NO overall in a non-equilibrium geometry.

The geometry in XYZ format:
```
19
Properties=species:S:1:pos:R:3
C 1.66 1.30 1.48
C 0.57 1.29 0.40
N 1.75 -4.55 -2.23
H 1.70 0.33 2.00
H 1.42 2.13 2.13
H 2.66 1.46 1.10
H 0.36 2.26 -0.03
H 0.44 0.39 -0.18
H 2.47 -5.17 -2.57
H 1.14 -4.98 -1.56
H 2.21 -3.75 -1.82
C -1.99 1.45 0.89
O -0.65 1.07 1.28
C -2.20 0.93 -0.56
H -2.67 0.88 1.52
H -2.09 2.55 0.95
H -1.46 0.22 -0.90
H -3.18 0.43 -0.61
H -2.16 1.74 -1.29
```

Calculated values
Calculated total energy (Ha): -289.8016
Spin multiplicity: 2
Charge: +1
Energy relative to the best compared isomer or geometry (same formula, charge and spin) (kJ/mol): 211.5
HOMO-LUMO gap (spin up / spin down) (eV): 9.00 / 3.12

***

[6]
The following is a DFT calculation (ωB97M-V/def2-TZVPD) of a 3-piece molecular cluster, C4H13NO2 overall in a non-equilibrium geometry.

The geometry in XYZ format:
```
20
Properties=species:S:1:pos:R:3
C -2.25 1.06 0.42
C -1.16 0.05 0.12
C -1.37 -0.83 -1.07
C -0.15 -0.25 0.95
N 0.26 0.60 1.99
H -1.92 1.82 1.08
H -2.41 1.68 -0.48
H -3.15 0.45 0.40
H -1.19 -0.27 -2.01
H -0.55 -1.55 -1.19
H -2.33 -1.32 -1.21
H 0.56 -1.00 0.66
H 0.61 0.20 2.85
H -0.44 1.30 2.21
O 1.61 -1.75 -1.44
H 2.42 -1.43 -1.05
H 1.42 -1.84 -2.36
O 2.31 1.18 -0.40
H 1.84 1.13 0.44
H 1.70 0.87 -1.06
```

Calculated values
Calculated total energy (Ha): -365.3920
SMILES string: CC(C)=CN.O.O
Energy relative to the best compared isomer or geometry (same formula, charge and spin) (kJ/mol): 132.5
HOMO-LUMO gap (eV): 8.79

***

[7]
The following is a DFT calculation (ωB97M-V/def2-TZVPD) of a 2-piece molecular cluster, C4H13NO2 overall in a non-equilibrium geometry.

The geometry in XYZ format:
```
20
Properties=species:S:1:pos:R:3
C -1.80 0.02 1.56
C -2.13 -0.75 0.35
N -1.69 -0.10 -0.94
C -0.21 -0.05 -1.24
C 0.50 1.23 -0.77
O 1.83 1.05 -0.32
H -2.02 1.11 1.55
H -0.70 0.17 1.81
H -2.20 -0.43 2.46
H -3.17 -0.83 0.25
H -1.70 -1.77 0.34
H -2.07 -0.56 -1.66
H -0.04 -0.13 -2.26
H 0.21 -0.86 -0.73
H 0.69 1.88 -1.73
H -0.12 1.79 -0.12
H 1.90 0.86 0.64
O 2.81 -1.17 1.03
H 2.17 -1.37 0.32
H 3.66 -0.92 0.56
```

Calculated values
Calculated total energy (Ha): -365.3784
SMILES string: CCNCCO.O
Energy relative to the best compared isomer or geometry (same formula, charge and spin) (kJ/mol): 168.2
HOMO-LUMO gap (eV): 9.81

***

[8]
The following is a DFT calculation (ωB97M-V/def2-TZVPD) of a 2-piece molecular cluster, C4H13NO2 overall in a non-equilibrium geometry.

The geometry in XYZ format:
```
20
Properties=species:S:1:pos:R:3
C -1.01 0.24 0.41
N 0.27 0.25 1.08
C 0.54 1.61 1.62
C 1.37 -0.28 0.29
C 1.10 -1.78 0.00
O 0.37 -1.99 -1.21
H -1.56 -0.69 0.46
H -1.78 0.81 1.07
H -1.05 0.69 -0.59
H 0.00 2.31 0.97
H 1.59 1.93 1.66
H 0.30 1.57 2.66
H 2.25 -0.23 0.90
H 1.68 0.15 -0.69
H 0.42 -2.11 0.85
H 1.95 -2.43 -0.05
H -0.28 -1.30 -1.34
O -1.92 0.17 -2.89
H -1.68 0.28 -1.97
H -2.56 0.78 -3.25
```

Calculated values
Calculated total energy (Ha): -365.3663
SMILES string: CN(C)CCO.O
Energy relative to the best compared isomer or geometry (same formula, charge and spin) (kJ/mol): 200.0
HOMO-LUMO gap (eV): 9.75

***

[9]
The following is a DFT calculation (ωB97M-V/def2-TZVPD) of a 2-piece molecular cluster, C4H13NO2 overall in a non-equilibrium geometry.

The geometry in XYZ format:
```
20
Properties=species:S:1:pos:R:3
C 1.13 0.89 1.15
C -0.29 0.32 1.16
C -0.35 -0.86 2.13
N -0.88 -0.09 -0.13
C -0.02 -0.98 -0.89
O -0.55 -1.12 -2.21
H 1.87 0.30 0.63
H 1.13 1.91 0.76
H 1.43 1.02 2.19
H -0.95 1.10 1.54
H -1.18 -1.53 1.89
H 0.58 -1.43 2.19
H -0.52 -0.51 3.15
H -0.93 0.79 -0.64
H 0.98 -0.55 -1.03
H 0.06 -1.96 -0.45
H -1.46 -1.43 -2.09
O 0.02 1.62 -2.79
H -0.20 0.67 -2.85
H 0.13 1.83 -3.73
```

Calculated values
Calculated total energy (Ha): -365.4233
SMILES string: CC(C)NCO.O
Energy relative to the best compared isomer or geometry (same formula, charge and spin) (kJ/mol): 50.3
HOMO-LUMO gap (eV): 10.22

***

[10]
The following is a DFT calculation (ωB97M-V/def2-TZVPD) of a 2-piece molecular cluster, C4H13NO2 overall in a non-equilibrium geometry.

The geometry in XYZ format:
```
20
Properties=species:S:1:pos:R:3
C 0.74 -1.66 1.83
C 0.78 -2.29 0.41
N -0.45 -2.08 -0.38
C -0.65 -0.75 -0.92
C 0.51 -0.17 -1.74
O 0.04 1.00 -2.49
H 0.09 -0.78 1.84
H 0.43 -2.47 2.48
H 1.70 -1.20 2.02
H 1.68 -1.96 -0.13
H 0.78 -3.37 0.51
H -0.35 -2.69 -1.17
H -1.55 -0.68 -1.53
H -0.75 -0.06 -0.07
H 0.83 -0.87 -2.53
H 1.34 0.15 -1.12
H 0.33 0.85 -3.40
O -1.02 4.97 2.78
H -0.10 4.79 2.93
H -1.32 4.64 3.63
```

Calculated values
Calculated total energy (Ha): -365.3904
SMILES string: CCNCCO.O
Energy relative to the best compared isomer or geometry (same formula, charge and spin) (kJ/mol): 136.8
HOMO-LUMO gap (eV): 9.67

***

[11]
The following is a DFT calculation (ωB97M-V/def2-TZVPD) of a 2-piece molecular cluster, C4H13NO2 overall in a non-equilibrium geometry.

The geometry in XYZ format:
```
20
Properties=species:S:1:pos:R:3
C 1.94 -1.62 0.32
N 0.71 -0.82 0.39
C -0.06 -0.69 -0.83
C -1.55 -0.50 -0.54
C -1.89 0.74 0.30
O -2.27 0.46 1.64
H 2.07 -2.12 1.28
H 1.75 -2.45 -0.36
H 2.80 -1.03 0.04
H 0.88 0.06 0.84
H 0.29 0.01 -1.59
H -0.02 -1.70 -1.25
H -1.99 -0.27 -1.52
H -1.89 -1.41 -0.05
H -2.68 1.32 -0.18
H -1.00 1.38 0.35
H -1.84 -0.36 1.87
O 2.40 2.07 -1.19
H 3.25 2.20 -1.57
H 2.24 2.10 -0.24
```

Calculated values
Calculated total energy (Ha): -365.3883
SMILES string: CNCCCO.O
Energy relative to the best compared isomer or geometry (same formula, charge and spin) (kJ/mol): 142.1
HOMO-LUMO gap (eV): 9.44

***

[12]
The following is a DFT calculation (ωB97M-V/def2-TZVPD) of a 3-piece molecular cluster, C4H13NO2 overall in a non-equilibrium geometry.

The geometry in XYZ format:
```
20
Properties=species:S:1:pos:R:3
C -0.88 -0.50 -2.46
C -0.58 0.77 -2.15
C 0.46 1.22 -1.12
N 0.20 0.65 0.25
C -0.99 1.07 0.97
H -1.56 -0.71 -3.25
H -0.50 -1.43 -2.04
H -1.10 1.50 -2.79
H 0.51 2.31 -1.06
H 1.40 0.74 -1.33
H -0.09 -0.32 -0.02
H -1.03 0.45 1.88
H -2.00 1.02 0.50
H -0.77 2.02 1.47
O 1.78 -0.37 2.87
H 1.74 -0.96 2.09
H 1.94 0.44 2.36
O -0.13 -2.25 0.67
H -0.40 -2.08 -0.24
H -0.88 -2.19 1.27
```

Calculated values
Calculated total energy (Ha): -365.3660
SMILES string: C=CCNC.O.O
Energy relative to the best compared isomer or geometry (same formula, charge and spin) (kJ/mol): 200.8
HOMO-LUMO gap (eV): 9.99